A structure of composition C20H30BIN7OsS, computed with ωB97M-V/def2-TZVPD.

```
61
Properties=species:S:1:pos:R:3:mulliken_charge:R:1
Os 0.244 -0.049 0.013 0.0678
C -1.308 2.615 3.497 -1.5766
C -1.668 1.320 2.765 1.0979
C -2.770 0.564 3.511 -1.6082
C -2.082 1.606 1.352 -0.0097
C -3.160 2.373 0.878 -0.8494
C -3.079 2.304 -0.495 -0.6808
N -2.021 1.546 -0.827 0.2421
N -1.411 1.118 0.311 0.3132
B -1.476 1.155 -2.229 -0.0723
N -0.025 1.683 -2.275 -0.0298
C 0.602 2.574 -3.054 -0.3824
C 1.754 2.991 -2.406 -1.5001
C 1.769 2.284 -1.197 0.1116
N 0.710 1.482 -1.167 0.5546
C 2.589 2.430 0.054 1.1743
C 1.922 1.699 1.230 -1.3848
C 2.771 3.911 0.394 -1.6283
N -1.503 -0.390 -2.268 -0.0111
C -2.195 -1.246 -3.028 -0.5120
C -2.246 -2.466 -2.379 -1.4148
C -1.527 -2.280 -1.190 -0.0573
N -1.073 -1.027 -1.159 0.6456
C -1.383 -3.164 0.018 1.4063
C -2.688 -3.915 0.288 -1.6805
C -0.972 -2.344 1.249 -1.5930
H -0.938 2.398 4.499 0.4230
H -2.186 3.256 3.596 0.3645
H -0.543 3.180 2.962 0.3178
H -0.778 0.686 2.714 0.0606
H -3.659 1.188 3.615 0.3590
H -2.435 0.287 4.511 0.4287
H -3.062 -0.345 2.982 0.3337
H -3.895 2.900 1.462 0.5870
H -3.698 2.746 -1.258 0.4652
H -2.156 1.637 -3.090 -0.0968
H 0.159 2.901 -3.980 0.4934
H 2.449 3.745 -2.734 0.5290
H 3.578 2.005 -0.104 0.0577
H 0.979 2.171 1.502 0.0361
H 2.573 1.689 2.102 0.5771
H 1.739 0.604 1.045 0.4068
H 1.803 4.409 0.483 0.3607
H 3.347 4.423 -0.377 0.3977
H 3.304 4.024 1.339 0.4559
H -2.653 -0.920 -3.947 0.4940
H -2.767 -3.352 -2.697 0.5183
H -0.618 -3.918 -0.168 0.1557
H -3.519 -3.218 0.404 0.3672
H -2.603 -4.506 1.201 0.4481
H -2.923 -4.598 -0.526 0.4195
H -1.781 -1.691 1.572 0.1962
H -0.077 -1.691 1.097 0.5066
H -0.694 -2.995 2.078 0.4820
S 4.505 -0.340 -1.168 -0.2490
C 3.110 -0.862 -0.804 0.5377
N 2.006 -1.315 -0.500 0.0666
I 3.427 -4.039 -0.886 0.1535
C 1.749 -2.761 -0.622 -1.1879
H 1.286 -3.086 0.298 0.4014
H 1.100 -2.923 -1.476 0.5111
```

Its total charge is +1. For the frontier orbital gap, the calculation gives 7.334 eV.